{
  "formula": "C6H13NO",
  "method": "ωB97M-V/def2-TZVPD",
  "total_charge": 0,
  "fmax_ev_per_a": 6.25,
  "e_above_lowest_kcal_mol": 125.20,
  "molar_mass_g_mol": 115.18,
  "e_homo_ha": -0.34567,
  "elements": ["O", "N", "C", "C", "C", "C", "C", "C", "H", "H", "H", "H", "H", "H", "H", "H", "H", "H", "H", "H", "H"],
  "xyz": [[-0.0838, 1.4476, 0.8299], [2.0692, 1.7754, -2.0043], [1.7674, 2.0404, -0.7509], [-1.4393, -1.0874, 1.9785], [-0.5350, -1.3052, -0.4160], [0.0087, -0.0104, -0.9987], [-1.7779, -1.2445, 0.4785], [0.6921, 0.9058, 0.0212], [-2.3701, -0.9085, 2.5097], [0.3268, -1.8209, 0.0377], [0.7872, -0.3012, -1.7292], [2.6094, 1.9976, -0.0533], [-0.8112, -1.8687, 2.4000], [-0.6354, -2.0195, -1.2424], [-0.8358, -0.1797, 1.9907], [-2.3189, -0.3557, 0.1479], [1.4318, 0.2694, 0.5582], [2.8512, 1.1169, -1.9225], [-2.4629, -2.0825, 0.3482], [1.3454, 3.0217, -0.5372], [-0.6188, 0.6093, -1.6461]],
  "forces_ev_per_angstrom": [[0.328, 1.484, -0.458], [-0.394, -0.565, 0.943], [3.486, 4.079, -1.109], [0.148, 0.937, -1.231], [0.439, -0.808, -0.236], [1.110, 0.711, -1.938], [0.329, 0.006, 0.321], [-3.039, -4.692, 2.797], [0.161, -0.182, 0.439], [-0.165, 0.342, 0.728], [0.100, -0.001, 0.259], [-0.188, -0.844, 0.300], [-0.356, -0.366, -0.040], [-0.648, 0.400, -0.263], [-0.140, 0.062, 0.637], [-0.208, 0.008, 0.210], [0.885, 0.506, -0.382], [-0.143, -0.215, -0.633], [0.221, -0.193, -0.281], [-1.220, -0.384, -0.480], [-0.705, -0.285, 0.417]]
}